Entry from the Open Molecules 2025 dataset: one molecule with the formula C4H8Br2O2 (ωB97M-V/def2-TZVPD).

Element x y z (Å)
C: -1.009 1.181 -0.942
C: 0.528 -1.218 0.475
C: 0.543 1.241 0.036
C: 0.611 0.161 1.062
O: 1.703 1.285 -0.761
O: -0.409 0.409 1.940
Br: 0.503 3.006 0.856
Br: 2.328 0.335 2.111
H: -1.246 0.164 -1.240
H: -0.987 1.847 -1.879
H: -1.722 1.616 -0.291
H: 1.009 -1.435 -0.418
H: -0.561 -1.476 0.420
H: 0.958 -1.904 1.275
H: 1.818 2.207 -1.154
H: -0.570 -0.412 2.539

Calculated values
* max |F|: 4.34 eV/Å
* energy above the lowest of the compared OMol25 structures with the same formula, charge and spin: 194.6 kJ/mol
* net charge: 0
* gap between HOMO and LUMO: 10.374 eV